(1)
Here is the molecule C13F10O in a non-equilibrium geometry from the OMol25 dataset. Energies are from wB97M-V/def2-TZVPD.

Computed properties:
* gap between HOMO and LUMO: 8.9882 eV

Structure (XYZ):
```
24
Properties=species:S:1:pos:R:3:forces:R:3
O -0.1491 -1.3173 2.0205 -0.205 0.783 -3.038
C -0.1509 -0.7308 0.9145 -1.373 0.945 5.911
C -0.9847 0.5313 0.8186 0.208 -1.241 -0.892
C -1.2435 1.1999 -0.3950 -0.167 0.661 -1.691
F -0.7926 0.6750 -1.6020 -0.464 0.757 1.846
C -1.9981 2.3821 -0.4467 -0.512 -0.915 -0.214
F -2.3250 3.0744 -1.5528 0.689 -0.715 0.335
C -2.6489 2.7738 0.7248 0.296 1.718 -0.461
F -3.3117 3.9275 0.8105 -0.215 -0.127 -0.794
C -2.4514 2.1599 1.8961 1.473 -2.529 2.293
F -2.9787 2.6798 3.0207 0.384 -0.540 -0.761
C -1.5893 0.9978 1.9562 -1.614 1.639 2.444
F -1.4171 0.4865 3.2255 -0.225 0.826 -2.207
C 0.8247 -1.0791 -0.0359 2.923 -1.239 -2.477
C 0.4781 -2.0546 -0.9819 3.003 1.205 -0.515
F -0.7273 -2.5132 -1.1584 -1.174 -0.240 0.327
C 1.4798 -2.5171 -1.8479 -0.814 -0.157 1.727
F 1.2419 -3.5609 -2.5869 -0.831 -1.038 -1.557
C 2.7886 -2.1320 -1.7981 0.019 2.783 1.815
F 3.5481 -2.4984 -2.7812 1.442 -0.740 -0.648
C 3.2096 -1.1937 -0.8125 -2.063 0.611 1.529
F 4.4772 -0.8257 -0.6317 -0.306 -0.184 -0.465
C 2.1999 -0.6649 0.0898 -0.076 -0.623 -0.186
F 2.5205 0.1996 1.1539 -0.398 -1.638 -2.318
```
Positions in Å, forces in eV/Å.

=====

(2)
Here is a structure of composition C21H25N6O8P2PtS2 from the OMol25 dataset. Energies are from wB97M-V/def2-TZVPD.

Computed properties:
* total charge: +1
* gap between HOMO and LUMO (spin up / spin down): 7.7290 / 5.9463 eV
* energy relative to the best compared isomer or geometry (same formula, charge and spin): 3.4 kcal per mole
* spin multiplicity: 5

Structure (XYZ):
```
65
Properties=species:S:1:pos:R:3:forces:R:3
Pt 1.0183 0.9647 -1.7288 0.035 0.172 -0.229
O 4.3392 2.9851 0.3054 -0.126 0.064 -0.104
P 2.9327 2.2795 0.1280 0.115 -0.122 0.222
O 2.8514 1.0970 1.0043 0.160 0.026 -0.074
O 2.6885 2.1065 -1.3845 -0.113 -0.148 0.196
O 1.9132 3.4254 0.6520 -0.351 0.025 -0.188
P 0.3072 3.3349 0.8800 0.281 -0.207 0.252
O 0.1534 4.3554 2.1089 -0.083 -0.074 -0.157
O -0.0364 1.9519 1.3878 0.034 0.225 -0.027
O -0.4439 3.8533 -0.3026 -0.013 0.031 0.016
H 4.5371 3.6569 -0.3562 0.017 0.064 -0.057
H -0.1626 5.2153 1.8073 0.014 0.088 0.031
S -0.2031 2.6976 -2.4308 0.032 -0.073 0.173
C -1.7705 1.9119 -2.0435 0.008 0.164 -0.047
N -2.8053 2.7620 -2.0928 0.043 -0.186 0.242
N -3.9905 2.3298 -1.6787 -0.019 -0.073 -0.193
C -4.3337 1.6118 -0.5424 0.100 0.172 -0.024
C -3.4584 1.4700 0.5378 0.018 -0.049 -0.031
C -3.8765 0.7340 1.6291 -0.003 -0.036 0.036
C -5.1409 0.1544 1.6603 -0.009 0.020 -0.018
C -6.0162 0.3281 0.5913 0.039 -0.009 0.011
C -5.6221 1.0646 -0.5057 -0.025 -0.015 0.014
N -1.8477 0.6176 -1.8922 0.072 0.033 -0.079
N -0.6693 -0.0391 -1.9972 -0.316 -0.022 -0.014
C -0.8245 -1.4224 -2.1745 0.026 0.245 0.135
C 0.1178 -2.1187 -2.9298 0.045 -0.077 -0.013
C -0.0320 -3.4810 -3.1148 0.004 0.011 0.007
C -1.1076 -4.1511 -2.5410 0.019 -0.008 -0.021
C -2.0406 -3.4524 -1.7839 0.020 0.051 0.004
C -1.9117 -2.0864 -1.6020 -0.062 -0.101 -0.018
H -4.7543 2.6814 -2.2437 -0.010 -0.011 0.007
H -2.4865 1.9434 0.5396 0.060 0.015 -0.068
H -3.2112 0.6216 2.4740 0.017 0.005 0.008
H -5.4533 -0.4163 2.5244 0.004 -0.001 -0.003
H -7.0026 -0.1137 0.6155 -0.007 0.013 0.012
H -6.2922 1.2045 -1.3456 0.010 -0.006 -0.005
H 0.9342 -1.5791 -3.3920 -0.020 -0.022 -0.007
H 0.6847 -4.0202 -3.7198 -0.007 -0.004 -0.011
H -1.2268 -5.2148 -2.6980 0.014 -0.006 0.017
H -2.8759 -3.9743 -1.3362 -0.001 -0.002 -0.007
H -2.6284 -1.5250 -1.0190 0.006 -0.011 -0.015
N 3.7382 -5.2601 0.1614 0.047 0.019 0.082
C 4.4131 -4.1414 -0.1979 -0.053 0.003 -0.046
O 5.6182 -4.0693 -0.2707 0.041 -0.035 -0.032
C 3.5622 -2.9362 -0.5163 0.025 -0.020 0.072
C 2.3980 -2.6322 0.1728 -0.027 0.002 -0.008
C 1.7065 -1.4857 -0.1592 -0.031 0.074 0.032
N 2.1201 -0.6731 -1.1327 0.096 -0.087 -0.182
C 3.2648 -0.9391 -1.7793 -0.036 -0.025 0.127
C 4.0118 -2.0610 -1.4938 0.030 0.035 -0.015
H 4.2737 -6.0866 0.3694 -0.010 -0.004 -0.008
H 2.7384 -5.3257 0.1164 -0.006 -0.004 -0.033
H 2.0354 -3.2550 0.9789 0.003 0.007 0.005
H 0.8076 -1.1882 0.3630 -0.020 -0.009 -0.020
H 3.5751 -0.2183 -2.5226 -0.021 -0.006 -0.020
H 4.9394 -2.2552 -2.0129 0.009 -0.003 0.017
C 2.4336 2.5156 3.7036 -0.001 0.071 -0.045
S 1.3104 1.2205 3.2145 -0.046 -0.239 0.039
C -0.0813 1.6320 4.2498 -0.011 0.096 0.056
H 2.0122 3.4858 3.4398 0.022 -0.011 0.020
H 3.3716 2.3470 3.1834 -0.009 -0.015 -0.002
H 2.5663 2.4481 4.7843 0.016 0.013 -0.008
H 0.2322 1.6033 5.2939 -0.019 -0.008 0.000
H -0.8524 0.8874 4.0751 -0.027 -0.004 -0.020
H -0.4483 2.6233 3.9892 0.002 -0.006 0.017
```
Positions in Å, forces in eV/Å.

=====

(3)
Here is a structure of composition C29H23AlClN4O8S from the OMol25 dataset. Energies are from wB97M-V/def2-TZVPD.

Computed properties:
* total charge: +1
* gap between HOMO and LUMO: 7.2403 eV
* energy relative to the best compared isomer or geometry (same formula, charge and spin): 14.3 kcal per mole

Structure (XYZ):
```
67
Properties=species:S:1:pos:R:3:forces:R:3
Al -1.3257 -0.3985 -1.0652 -0.253 0.075 0.200
O -2.0710 6.9837 -1.9078 0.045 -0.096 -0.095
N -2.7586 6.0040 -2.0753 -0.191 0.111 0.227
O -3.8659 5.9982 -2.5744 0.101 -0.072 -0.054
C -2.2424 4.7144 -1.5558 0.023 -0.008 -0.108
C -1.3276 4.7982 -0.5717 0.066 0.089 0.057
C -0.7973 3.6179 0.0380 -0.015 -0.001 0.032
C 0.1513 3.6203 1.0770 0.024 0.052 0.005
C 0.5838 2.4248 1.5919 0.011 0.002 0.038
C 0.0747 1.2291 1.0752 -0.022 -0.001 -0.069
N -0.8134 1.2074 0.0910 0.063 0.051 -0.056
C -1.2413 2.3848 -0.4189 0.016 -0.128 0.033
C -2.1895 2.3062 -1.4915 -0.021 -0.120 0.007
N -2.5092 1.0504 -1.8779 0.065 0.014 0.005
C -3.3685 0.8837 -2.8681 0.074 -0.018 0.058
C -3.9440 1.9730 -3.5235 -0.027 0.022 -0.026
C -3.6250 3.2509 -3.1432 -0.007 0.047 0.012
C -2.7194 3.4546 -2.0778 -0.046 0.032 -0.070
H -0.9975 5.7736 -0.2406 -0.008 -0.009 -0.005
H 0.5327 4.5611 1.4550 -0.009 -0.016 -0.001
H 1.3174 2.3817 2.3846 -0.010 -0.007 0.007
H 0.4016 0.2710 1.4567 -0.012 -0.030 -0.010
H -3.5873 -0.1379 -3.1447 0.005 -0.003 0.015
H -4.6346 1.7988 -4.3358 0.009 -0.004 0.006
H -4.0660 4.0946 -3.6478 0.002 0.012 -0.005
Cl -2.8388 -7.3382 -0.4221 -0.002 0.000 -0.007
C -2.7285 -5.6391 -0.7167 -0.102 -0.042 -0.083
C -3.5244 -5.0600 -1.7224 -0.003 -0.033 0.007
C -3.4726 -3.7147 -1.9916 -0.039 -0.035 -0.049
C -2.6060 -2.8827 -1.2699 0.133 0.002 0.090
O -2.5514 -1.5960 -1.5319 -0.166 -0.035 -0.144
C -1.8123 -3.4706 -0.2525 -0.086 0.053 -0.090
C -0.9772 -2.6639 0.5478 0.031 0.006 0.045
O -0.8193 -1.4240 0.4037 -0.043 0.011 0.079
C -1.8885 -4.8571 0.0145 0.129 0.066 0.100
H -4.1877 -5.6991 -2.2914 0.011 0.013 0.013
H -4.0864 -3.2811 -2.7697 0.007 -0.005 0.017
H -0.4304 -3.1370 1.3658 -0.072 0.036 -0.023
H -1.2703 -5.2860 0.7946 -0.024 0.013 -0.027
C 3.1862 0.9898 5.7424 -0.054 -0.012 -0.055
C 3.1647 0.1806 4.4724 -0.051 0.017 0.067
C 4.1916 0.2838 3.5376 0.054 0.009 -0.033
C 4.1729 -0.4576 2.3664 -0.036 -0.081 -0.021
C 3.1076 -1.3136 2.1212 -0.053 -0.008 0.021
C 2.0693 -1.4320 3.0382 0.052 -0.039 -0.003
C 2.1052 -0.6884 4.2068 0.017 0.041 -0.007
S 3.0998 -2.3582 0.6921 0.225 0.248 -0.029
O 4.0431 -3.4200 0.8483 0.004 -0.018 0.040
O 1.7138 -2.6509 0.4239 0.074 -0.104 -0.039
N 3.7119 -1.3740 -0.4678 -0.142 -0.131 -0.137
C 2.7925 -0.5137 -1.2132 0.062 0.008 0.015
C 2.1833 -1.1730 -2.4517 0.064 -0.095 -0.024
C 1.0277 -0.3442 -2.9609 0.007 0.186 0.086
O 1.0463 0.3116 -3.9679 -0.045 -0.080 0.052
O -0.0051 -0.3662 -2.1280 0.116 -0.037 -0.159
H 4.1848 1.3628 5.9631 -0.003 -0.013 -0.016
H 2.8440 0.3964 6.5902 0.016 0.002 -0.014
H 2.5182 1.8514 5.6600 0.030 -0.019 0.011
H 5.0314 0.9397 3.7360 -0.036 -0.004 -0.003
H 4.9803 -0.3850 1.6492 -0.016 0.023 0.029
H 1.2599 -2.1252 2.8431 0.020 0.062 0.026
H 1.3117 -0.7960 4.9374 -0.004 -0.002 -0.026
H 4.4228 -1.8568 -1.0055 -0.013 0.028 0.048
H 3.3245 0.3945 -1.4987 0.026 0.016 0.032
H 1.9965 -0.2261 -0.5257 0.000 0.016 0.020
H 1.8063 -2.1578 -2.1747 0.017 -0.032 -0.005
H 2.9255 -1.2688 -3.2419 0.013 -0.026 -0.008
```
Positions in Å, forces in eV/Å.

=====

(4)
Here is the molecule C8H14O in a non-equilibrium geometry from the OMol25 dataset. Energies are from wB97M-V/def2-TZVPD.

Computed properties:
* gap between HOMO and LUMO: 9.5407 eV
* energy relative to the best compared isomer or geometry (same formula, charge and spin): 30.7 kcal per mole

Structure (XYZ):
```
23
Properties=species:S:1:pos:R:3:forces:R:3
C 0.2673 -0.5455 -2.4217 -0.339 2.174 -1.233
C 1.0085 0.8034 -2.0958 -1.726 -2.092 -1.154
C 1.0708 0.8428 -0.5973 -2.489 2.278 -1.806
O 1.8799 1.5813 -0.1564 2.939 1.027 2.341
C -0.1508 0.4858 0.1876 -0.088 -2.531 3.974
C -1.5466 1.0126 -0.2078 1.639 -0.616 -0.297
C -0.0024 -0.2743 1.3771 -1.527 0.318 -2.322
C -1.1796 -0.7805 2.2380 1.637 1.579 -1.770
C 1.2781 -0.8502 1.8878 1.905 1.497 0.206
H 0.4316 -0.7601 -3.4431 0.015 -0.464 -1.257
H -0.7944 -0.4609 -2.2805 -0.582 0.368 -0.095
H 0.4891 -1.4021 -1.8771 1.223 -1.284 1.299
H 1.9920 0.8316 -2.5930 -0.302 0.095 0.609
H 0.3811 1.6629 -2.5305 0.917 -1.114 0.937
H -1.5126 1.8027 -0.9406 0.161 0.119 -0.430
H -2.0408 1.4217 0.6357 -0.409 0.295 0.938
H -2.1196 0.1841 -0.5766 -0.565 -0.269 -0.356
H -1.3425 -1.8073 2.1538 0.385 -1.957 -0.032
H -0.9784 -0.5042 3.2245 0.193 0.206 1.792
H -2.0937 -0.3894 1.9502 -1.815 1.222 -0.509
H 1.2754 -1.9205 2.1620 -0.416 0.541 -0.066
H 1.6429 -0.2256 2.8081 -0.631 -1.207 -1.508
H 2.0449 -0.7084 1.0956 -0.127 -0.187 0.738
```
Positions in Å, forces in eV/Å.

=====

(5)
Here is the molecule C3H8N2S2 in a non-equilibrium geometry from the OMol25 dataset. Energies are from wB97M-V/def2-TZVPD.

Computed properties:
* gap between HOMO and LUMO: 9.0281 eV
* energy relative to the best compared isomer or geometry (same formula, charge and spin): 31.8 kcal per mole

Structure (XYZ):
```
15
Properties=species:S:1:pos:R:3:forces:R:3
N -1.6864 0.3904 -1.1220 0.364 -0.702 -0.286
C -1.3316 -0.6538 -0.1865 0.876 0.253 0.578
C -0.3554 -0.3221 0.9369 1.566 -0.945 0.477
N 0.9302 0.2749 0.4699 -0.859 -0.547 -0.055
S 0.9093 1.9432 0.2517 0.513 0.749 -0.585
C 1.9709 -0.5115 0.1613 0.246 -0.324 -0.027
S 3.4384 -0.0756 -0.4320 -0.574 -0.167 0.133
H -0.8571 0.8222 -1.5164 -0.177 -0.118 0.032
H -2.1852 1.0984 -0.6425 -0.549 0.905 0.366
H -2.2075 -1.0875 0.2824 -0.278 -0.153 -0.176
H -0.7641 -1.4065 -0.6873 -0.185 -0.907 -0.916
H -0.6940 0.3555 1.6652 -0.926 0.988 0.873
H -0.0665 -1.2434 1.5365 -0.461 0.822 -0.898
H 1.2301 1.9676 -1.0841 -0.083 -0.042 0.628
H 1.6690 -1.5517 0.3669 0.529 0.188 -0.144
```
Positions in Å, forces in eV/Å.

=====

(6)
Here is a cluster of 7 separate species, C16H38Br6Cl4N2O2 in total in a non-equilibrium geometry from the OMol25 dataset. Energies are from wB97M-V/def2-TZVPD.

Computed properties:
* gap between HOMO and LUMO: 9.3062 eV
* energy relative to the best compared isomer or geometry (same formula, charge and spin): 3.7 kcal per mole

Structure (XYZ):
```
68
Properties=species:S:1:pos:R:3:forces:R:3
C 1.8563 -0.2619 -6.0177 -0.604 0.768 0.562
O 0.4921 -0.2383 -5.5550 0.529 -0.515 -0.792
C -0.2500 0.8847 -6.0031 -0.695 -0.180 0.215
C -1.2748 1.2748 -4.8780 1.659 1.017 0.914
C -1.7559 2.7381 -4.9511 -0.246 -0.311 -1.305
N -0.5874 1.1998 -3.5789 0.262 -0.636 0.446
H 2.2851 -1.2255 -5.7425 0.032 0.300 0.184
H 2.3193 0.6131 -5.5616 0.649 -0.267 0.507
H 2.0563 -0.0700 -7.0719 -0.790 -0.398 -0.467
H 0.4490 1.6786 -6.2662 -0.087 0.454 0.237
H -0.7851 0.5972 -6.9081 -0.124 0.097 -0.242
H -2.0580 0.5171 -4.8543 -0.239 0.230 -0.194
H -2.3660 2.9116 -5.8375 -0.124 -0.008 -0.108
H -0.8888 3.3878 -5.0697 0.156 -0.016 0.096
H -2.3293 3.1157 -4.1045 0.073 -0.541 0.193
H 0.1759 0.5422 -3.6501 -0.113 -0.483 0.086
H -0.1265 2.0467 -3.2780 -0.341 0.480 -0.323
C -6.4032 -3.9407 -5.6667 0.651 -0.051 0.906
O -5.1566 -4.1433 -5.0379 1.264 -0.110 2.466
C -5.1824 -4.8764 -3.7180 -0.028 -0.562 -1.338
C -3.8059 -4.9829 -3.0355 -0.321 -1.186 0.093
C -3.5959 -6.4057 -2.3971 0.211 1.339 -0.665
N -3.6761 -3.9559 -1.9936 -0.528 0.487 -0.926
H -6.8468 -4.9348 -5.7221 -0.804 0.264 -0.414
H -6.2132 -3.4675 -6.6301 0.066 -0.450 -0.133
H -6.9661 -3.2032 -5.0946 -0.591 -0.281 0.128
H -5.8712 -4.5629 -2.9336 -0.460 0.925 -0.413
H -5.5198 -5.8798 -3.9778 0.020 -0.212 -0.093
H -3.0954 -4.7994 -3.8415 0.359 -0.412 -0.071
H -3.8060 -7.1381 -3.1766 0.393 -0.302 0.259
H -4.1756 -6.6150 -1.4981 -0.516 0.344 -0.250
H -2.5698 -6.4072 -2.0292 0.193 -0.443 -0.350
H -4.0435 -3.1902 -2.5402 -0.328 0.999 0.572
H -2.7130 -3.6667 -1.8995 0.424 -0.337 0.226
Br 8.9201 5.0046 -0.5416 -0.819 1.238 -0.285
C 8.1103 6.8200 -0.9225 0.313 -0.257 -0.556
C 7.6505 7.0062 -2.4126 -0.079 -0.587 1.559
Br 6.0179 6.0560 -2.8861 -0.232 -0.219 0.323
H 8.8970 7.5138 -0.6260 0.372 -0.098 -0.721
H 7.3598 7.0873 -0.1785 -0.486 -0.805 -0.286
H 8.3352 6.5685 -3.1390 0.304 0.766 0.288
H 7.3415 8.0449 -2.5304 0.622 -0.044 -0.320
Br -1.3488 -0.3283 10.7263 0.352 0.099 -0.086
C -1.7734 -1.8117 9.5749 -0.808 -0.441 -1.227
C -1.8897 -1.3958 8.0743 -0.351 -0.557 0.906
Br -2.2657 -3.0715 7.0314 0.318 0.957 0.469
H -2.7403 -2.1486 9.9487 0.013 0.021 -0.279
H -1.1064 -2.6675 9.6789 0.380 0.488 0.196
H -1.0008 -0.8957 7.6899 0.002 -0.421 -0.007
H -2.7531 -0.7505 7.9119 0.103 -0.140 0.029
Br 4.6075 3.1948 3.9747 -0.781 0.031 -0.443
C 3.3795 1.8113 3.2096 2.100 -1.414 1.326
C 4.3616 0.6009 3.1984 -1.414 -0.266 -0.418
Br 3.2025 -0.9965 2.6498 0.912 0.847 -0.007
H 2.9747 2.0707 2.2314 0.134 0.153 0.373
H 2.6741 1.5530 3.9994 -0.362 0.641 -0.438
H 4.7010 0.2826 4.1840 -0.215 0.415 -0.085
H 5.2319 0.7648 2.5630 -0.374 -0.402 -0.308
Cl -5.4244 2.8793 3.1323 -0.339 -0.224 0.372
C -4.1441 2.4047 1.9788 -0.811 1.394 0.722
Cl -3.0891 3.8293 1.8192 0.381 -0.381 -0.248
H -3.6237 1.5830 2.4708 -0.015 -0.013 -0.860
H -4.7172 2.3218 1.0554 0.793 -0.783 0.009
Cl 4.7207 -0.6107 12.8666 -0.513 -0.544 2.342
C 4.9688 -0.0606 11.2985 0.439 1.060 -1.477
Cl 4.3291 -1.2536 10.1371 0.433 0.354 -0.195
H 4.4854 0.9000 11.1205 -0.339 -0.294 0.043
H 6.0358 0.1516 11.2309 -0.028 -0.577 -0.719
```
Positions in Å, forces in eV/Å.

=====

For each record above, in turn, the calculated electronic energy values are -42699.242 -90996.575 -82740.076 -10568.711 -27890.318 -494624.796 eV.
For each record above, in turn, the calculated M values are 362.12 810.62 650.02 126.20 136.25 911.73 g/mol.